(1)
C4H7NO in the gas phase in a non-equilibrium geometry, computed with the ωB97M-V functional and the def2-TZVPD basis.

The geometry in XYZ format:
```
13
Properties=species:S:1:pos:R:3:forces:R:3
C 0.857934 -0.929975 0.004850 -1.31 0.38 -0.40
H 0.963710 -1.770473 -0.688310 0.15 0.14 0.24
C -1.558804 -0.977682 -0.013443 -0.48 -0.66 0.37
H 1.765798 0.729313 0.326063 0.86 -1.20 -0.27
H -0.982241 1.394915 1.060600 -0.05 0.03 -0.21
H 0.637167 -1.307004 1.019428 0.01 0.08 -0.36
O 2.025201 -0.164609 -0.001458 -0.25 0.75 -0.06
H 0.642943 1.536037 0.387676 -1.17 0.21 -0.01
C -0.481334 -0.096623 -0.484044 1.17 -0.53 0.34
N -2.240057 -1.819879 0.397309 0.49 1.03 -0.46
H -0.654803 2.130700 -0.552519 -0.45 -0.31 0.00
H -0.553946 -0.035159 -1.584205 0.31 -0.13 0.47
C -0.421563 1.310439 0.128059 0.72 0.22 0.34
```
Positions in Å, forces in eV/Å.

SMILES   C[C@H](C#N)CO
Total energy   -7797.929 eV
Frontier orbital gap   11.467 eV

=====

(2)
C6H11N in the gas phase in a non-equilibrium geometry, computed with the ωB97M-V functional and the def2-TZVPD basis.

The geometry in XYZ format:
```
18
Properties=species:S:1:pos:R:3:forces:R:3
H -0.823551 0.494206 -1.886795 -0.28 0.04 0.31
C -0.560751 0.563122 1.082935 0.54 -0.41 -0.89
H -1.341330 0.250498 4.400269 0.51 -0.29 -0.26
C 0.143067 0.546078 -1.381591 1.30 0.36 0.75
H 0.472016 -0.450651 2.656042 -0.08 -0.04 0.64
C -1.349609 0.518550 3.339817 -0.01 -0.30 2.30
C 0.675126 -1.445709 -2.696799 0.57 0.49 1.04
H -1.371633 1.230801 0.808915 -0.23 -0.06 0.27
H 0.556537 -2.206492 -1.925682 -0.17 0.07 0.23
H 0.492662 1.582763 -1.306125 -0.34 0.11 -0.54
H 1.479638 -1.827131 -3.322403 -0.42 -0.02 -0.54
C -0.398014 0.168262 2.487697 -0.93 0.70 -1.51
C 0.212454 0.122455 0.083729 -0.41 0.37 -0.19
H 1.548498 0.337497 -2.885449 -0.02 0.55 -0.04
N 1.175629 -0.182065 -2.111838 -0.35 -0.93 -0.35
H 1.129101 -0.425819 0.245085 -0.02 -0.42 0.38
H -2.238347 1.123334 3.209501 0.19 0.10 -1.09
H -0.301979 -1.282240 -3.159533 0.14 -0.32 -0.52
```
Positions in Å, forces in eV/Å.

SMILES   C=C/C=C/CNC
Total energy   -7888.510 eV
Frontier orbital gap   9.627 eV

=====

(3)
A molecular structure, C40H45O6P2ScSe3Te in a non-equilibrium geometry, computed with the ωB97M-V functional and the def2-TZVPD basis.

The geometry in XYZ format:
```
98
Properties=species:S:1:pos:R:3:forces:R:3
C -4.103000 -3.616200 -2.072100 -0.08 0.02 -0.13
H 5.747300 -0.638400 3.886700 0.07 0.00 0.09
C 2.521700 -1.065200 0.644700 0.61 -0.68 -0.55
H -3.879100 3.989300 -3.060200 -0.16 -0.04 0.06
H -4.651100 3.482100 0.591100 -0.02 0.01 -0.06
Se -0.202600 0.481500 4.255700 0.49 0.25 0.48
H -3.341000 -0.607200 1.004100 0.00 0.08 0.07
O -2.078600 2.284700 -2.138200 -0.13 -0.47 0.19
H -0.244700 -5.484000 -1.320800 -0.02 -0.01 0.01
C -1.774500 -3.285400 -1.556900 0.17 0.18 0.18
C -2.887400 -3.014100 -2.344000 0.05 0.11 -0.03
C 4.759400 0.448600 1.681300 -0.06 0.22 0.05
C 0.698700 -5.202900 -1.763300 -0.13 0.15 -0.04
H 0.299400 3.631200 -2.229900 0.12 -0.09 -0.07
C 1.881600 1.184200 -3.005300 0.04 -0.41 0.44
C -4.702400 2.576300 1.196600 0.30 -0.18 -0.15
C 2.023500 -3.833100 1.745800 -0.46 -0.14 -0.15
C -4.542600 1.050300 -0.779500 0.16 0.12 0.04
C 3.130100 -4.541900 -2.903700 0.11 -0.02 -0.09
C -2.881800 4.046500 -3.488400 0.22 -0.22 0.29
C 2.010800 1.618000 -4.337400 0.05 0.07 -0.35
H 1.953500 -3.743300 0.664300 -0.03 -0.04 0.08
H -2.830800 3.378900 -4.343400 0.03 -0.12 -0.13
C -0.425100 3.797200 -3.024200 -0.17 -0.18 0.15
H 2.446100 1.758000 -2.262600 -0.29 -0.13 0.00
C 3.015200 -2.874700 2.316800 0.07 0.08 -0.01
C 3.312000 -1.624400 1.765800 0.19 -0.10 0.34
H 1.425700 -7.208800 -1.736700 -0.02 -0.07 0.01
H -1.764700 5.580700 -1.477600 0.00 0.05 -0.06
O -2.573900 1.975800 0.346500 0.27 0.34 -0.78
C -3.158300 -4.680300 -0.146800 -0.02 -0.10 -0.05
H 5.691400 0.811400 2.118000 0.04 -0.09 0.01
C 4.970100 -1.265900 3.466200 -0.02 -0.01 0.00
C 0.495500 -0.605300 -3.720900 0.06 0.02 0.12
C 1.351900 0.986100 -5.356800 0.21 0.27 -0.06
H 5.068600 -2.048900 6.143500 0.08 -0.01 0.08
C 1.644200 -6.183700 -2.006200 0.13 -0.25 0.00
O 2.199200 0.160000 0.669500 1.44 0.75 0.43
C -1.831900 3.651300 -2.443500 0.12 1.02 -0.37
C 2.186000 -3.562000 -2.668200 0.10 0.05 0.00
H 3.376900 -4.188000 3.949400 -0.03 -0.12 0.09
C -1.940400 -4.089800 -0.426100 0.13 0.15 0.02
C -0.163600 -1.837100 -3.477800 -0.43 -0.37 -0.21
H -4.769100 1.934800 -1.375000 -0.08 0.05 -0.07
H 4.084000 -4.280500 -3.343300 0.03 0.06 -0.02
H -4.311400 2.798000 2.185800 0.08 0.02 0.12
H -1.092600 -2.707700 -6.603100 0.04 0.08 -0.06
H -1.112600 -3.567600 -4.290500 -0.01 0.00 -0.02
H -0.269600 3.052400 -3.803300 0.05 0.02 -0.05
C 3.653500 -3.247100 3.494900 0.16 0.14 0.05
C 2.863900 -5.862600 -2.574100 0.03 -0.10 0.02
H 6.306200 -2.986300 5.285200 0.02 0.01 0.10
H -2.807500 -2.310900 -3.160700 -0.01 -0.01 -0.04
C -0.681000 -2.596800 -4.500700 0.13 0.24 0.23
C -3.817800 0.246700 1.493600 0.37 0.13 -0.10
H 1.029200 -3.644800 2.172400 0.16 -0.07 -0.07
H -1.243300 4.225100 -0.460300 0.05 0.12 0.12
H -4.948800 -3.398200 -2.711300 -0.09 -0.02 0.00
H -1.130600 -4.218200 0.288000 -0.06 -0.02 -0.12
H 0.004400 -0.552900 -7.112400 0.02 0.00 0.01
P -0.151100 -2.459300 -1.764400 -0.47 -0.04 -0.43
Se -0.372300 0.557600 1.989100 -1.10 1.95 2.52
C 0.584900 -0.162400 -5.074500 -0.02 -0.15 0.27
C -3.896700 1.444700 0.546600 -0.58 -0.19 0.24
O 2.141400 -1.783200 -0.305700 0.26 0.16 0.00
P -1.546400 1.560300 -0.810400 -1.44 0.59 0.02
C 0.954300 -3.877700 -2.096000 0.17 -0.11 0.25
H 2.403000 -2.531200 -2.916100 0.04 0.04 0.02
H -3.263700 -5.268600 0.752400 -0.01 -0.04 0.08
H 3.982500 1.193800 1.844700 0.06 0.10 -0.13
C 1.113700 0.087200 -2.622700 0.14 0.88 -0.09
H -4.810100 -0.055700 1.819300 -0.22 -0.01 -0.05
H 2.295900 -4.855500 2.003300 0.10 -0.09 0.06
H -5.454000 0.487600 -0.588400 -0.12 0.00 0.02
Te -1.810500 -2.746400 3.141800 -0.26 -0.52 0.08
C -0.647000 -2.112700 -5.812400 -0.05 0.01 -0.33
H -2.960400 4.462900 -0.781500 -0.08 0.05 0.03
O -1.544700 0.080800 -1.067300 -0.46 0.21 -0.32
Sc 0.475200 -0.099400 -0.332200 1.13 -0.67 -3.29
H 3.604200 -6.633600 -2.752500 0.01 0.00 0.00
C 4.601300 -2.445100 4.100600 0.02 -0.05 -0.07
C 5.230800 -2.835100 5.405500 0.02 0.02 -0.06
H 4.789200 -3.753700 5.785100 0.01 -0.08 0.06
O -0.188900 2.040800 -0.414900 0.56 0.28 -0.38
H -5.178000 -4.961700 -0.799700 -0.14 0.00 0.07
H -0.276800 4.797100 -3.433300 -0.06 0.07 -0.05
C -4.233200 -4.475400 -0.994400 -0.10 -0.06 0.03
H 2.630100 2.486300 -4.550400 -0.03 -0.03 -0.04
C -0.040900 -0.916200 -6.089400 -0.02 -0.12 -0.22
H -3.862700 0.425600 -1.351000 -0.06 -0.21 -0.06
H 1.447100 1.329600 -6.384300 -0.04 -0.02 0.06
H -5.742000 2.268000 1.288400 -0.12 -0.01 0.03
Se -0.563200 -1.592400 1.302100 -1.14 -2.71 1.66
C -1.963300 4.542900 -1.210200 -0.07 -0.18 -0.02
H -3.226700 0.498900 2.380300 -0.08 -0.06 -0.15
H -2.702000 5.064400 -3.824000 0.02 0.15 -0.04
H 4.894200 0.330600 0.604600 -0.03 0.11 0.02
C 4.334200 -0.842100 2.314300 0.10 -0.01 0.15
```
Positions in Å, forces in eV/Å.

Net charge   -2
Total energy   -297115.365 eV
Frontier orbital gap   4.673 eV